Below is CH6N2PS as an isolated structure, with properties calculated with ωB97M-V with the def2-TZVPD basis set.

Calculated values
Total charge   +1
LUMO energy   -4.2 eV
Relative energy (zero: lowest compared OMol25 entry of this formula, charge and spin)   58.3 kcal/mol
Calculated total energy   -890.40121 Eh
HOMO   -0.5129 Eh
HOMO-LUMO gap   9.7 eV

Last column: Mulliken charge in e.
CARTESIAN COORDINATES (ANGSTROEM)
S (-0.1079, -0.2365, 2.3853)  -0.06
P (0.8967, -1.7346, 1.3419)  -0.01
N (-1.2331, -0.1600, -0.5574)  -0.65
N (1.1080, 0.7475, -0.0538)  -0.30
C (0.1747, -0.1507, 0.6943)  0.19
H (-2.0306, 0.2655, -0.0524)  0.29
H (-1.2852, -1.2312, -0.6959)  0.30
H (2.0822, 0.5029, 0.1974)  0.39
H (-0.1760, -2.4860, 0.6972)  0.07
H (0.6350, 0.7589, -1.0119)  0.43
H (0.9772, 1.6729, 0.3731)  0.35